The following is a DFT calculation (the ωB97M-V functional and the def2-TZVPD basis) of a structure of composition C16H12Cl3IN2O4Re.

```
39
C16H12Cl3IN2O4Re the ωB97M-V functional and the def2-TZVPD basis
Re -1.044 -0.131 -1.424
C 3.004 1.459 -2.886
C 2.924 1.107 -1.436
N 3.968 1.357 -0.651
C 3.919 1.067 0.653
C 2.839 0.489 1.296
C 2.842 0.233 2.781
O 1.601 0.628 3.365
C 1.716 0.198 0.486
C 0.588 -0.461 1.046
N -0.619 -0.611 0.527
C -1.576 -1.219 1.443
C -1.455 -1.090 2.825
C -2.362 -1.736 3.652
C -3.399 -2.495 3.130
C -3.567 -2.589 1.755
C -2.650 -1.940 0.947
I -2.928 -1.923 -1.097
C 1.794 0.528 -0.860
O 0.727 0.233 -1.672
H 3.945 1.968 -3.070
H 2.180 2.109 -3.182
H 2.959 0.560 -3.503
H 4.809 1.320 1.217
H 3.684 0.757 3.235
H 2.988 -0.831 2.987
H 1.724 1.438 3.870
H 0.737 -0.938 2.004
H -0.692 -0.464 3.267
H -2.258 -1.631 4.723
H -4.094 -3.000 3.786
H -4.393 -3.150 1.340
Cl -2.000 3.195 -4.331
C -2.473 1.591 -4.868
Cl -3.787 1.654 -6.005
Cl -1.076 0.712 -5.545
C -2.880 0.731 -3.665
O -3.748 -0.048 -3.560
O -1.947 0.921 -2.580
```

Summary:
Total energy ... -75736.2213 eV
Multiplicity ... 2
F_max ... 0.97 eV/Å
HOMO level (alpha / beta) ... -0.5682 / -0.5712 Eh
Charge ... +2